Computed, not measured: a molecular structure, C40H62AsBClN8SV at a distorted geometry, with ωB97M-V with the def2-TZVPD basis set.

Summary:
frontier orbital gap (spin up / spin down) = 6.07 / 7.00 eV
⟨S²⟩ = 3.761
molecular weight = 859.2 g mol⁻¹
ΔE to the lowest compared entry with this formula, charge and spin = 1.306 eV
total charge = -1
E_HOMO (spin up / spin down) = -0.1407 / -0.1747 hartree
LUMO level (spin up / spin down) = 2.244 / 2.244 eV
spin multiplicity = 4
total energy = -6062.61449 a.u.

Geometry (Å):
1 V 0.7812 0.1404 -0.3661
2 C -0.5404 -4.0008 4.0358
3 C -1.0796 -3.5831 2.7066
4 C -1.8290 -4.3641 1.8679
5 C -2.0860 -3.5516 0.7485
6 N -1.5258 -2.3598 0.8930
7 N -0.9027 -2.3756 2.1043
8 B -0.2218 -1.1730 2.8059
9 N -1.1160 0.0768 2.9223
10 N -1.5641 0.8203 1.8757
11 C -2.3672 1.7401 2.3909
12 C -2.4584 1.5917 3.7891
13 C -1.6489 0.5252 4.0868
14 C -1.3933 -0.0491 5.4423
15 C -3.1129 2.7759 1.5833
16 C -2.8657 4.1693 2.1763
17 C -4.6138 2.4613 1.6587
18 C -2.6714 2.7653 0.1292
19 N 1.2913 -0.8144 2.4379
20 N 1.9135 -0.2207 1.3354
21 C 3.1992 -0.0637 1.6714
22 C 3.4233 -0.5399 2.9624
23 C 2.2224 -1.0037 3.4079
24 C 2.0462 -1.6114 4.7645
25 C 4.3651 0.5491 0.9080
26 C 4.0750 0.9750 -0.5124
27 C 4.8190 1.7959 1.6871
28 C 5.5050 -0.4802 0.8724
29 C -2.8738 -3.9906 -0.4624
30 C -4.2820 -4.4098 -0.0217
31 C -2.1664 -5.1882 -1.1109
32 C -2.9786 -2.8681 -1.4774
33 H -0.8890 -5.0135 4.2411
34 H -0.8689 -3.3536 4.8499
35 H 0.5488 -4.0209 4.0442
36 H -2.1443 -5.3793 2.0491
37 H -0.1005 -1.5615 3.9216
38 H -3.0341 2.1743 4.4905
39 H -1.9862 0.5080 6.1682
40 H -0.3463 0.0348 5.7340
41 H -1.6728 -1.1016 5.5081
42 H -3.1525 4.2150 3.2291
43 H -3.4516 4.9150 1.6304
44 H -1.8110 4.4356 2.0935
45 H -4.9835 2.5338 2.6842
46 H -4.8080 1.4471 1.3029
47 H -5.1811 3.1644 1.0402
48 H -1.5886 2.8260 0.0327
49 H -3.1214 3.6123 -0.4011
50 H -2.9736 1.8360 -0.3487
51 H 4.3527 -0.5594 3.5052
52 H 3.0269 -1.6291 5.2415
53 H 1.6737 -2.6315 4.7253
54 H 1.3720 -1.0417 5.4010
55 H 3.3328 1.7643 -0.5247
56 H 3.7347 0.1320 -1.1108
57 H 4.9966 1.3671 -0.9554
58 H 4.0100 2.5286 1.7336
59 H 5.6716 2.2557 1.1789
60 H 5.1184 1.5505 2.7073
61 H 5.1832 -1.3815 0.3485
62 H 5.8318 -0.7626 1.8742
63 H 6.3624 -0.0546 0.3435
64 H -4.2491 -5.2528 0.6719
65 H -4.8782 -4.7063 -0.8902
66 H -4.7869 -3.5820 0.4804
67 H -2.0532 -6.0132 -0.4050
68 H -1.1713 -4.8999 -1.4550
69 H -2.7414 -5.5468 -1.9701
70 H -3.5454 -2.0313 -1.0661
71 H -3.4745 -3.2312 -2.3839
72 H -1.9979 -2.4808 -1.7410
73 C 2.1383 0.4639 -3.2500
74 N 1.5239 1.0795 -2.0785
75 C 1.4853 2.3729 -2.0381
76 C 1.0877 3.0451 -0.8571
77 C 1.1251 4.4024 -0.5060
78 C 0.8250 4.4450 0.8553
79 C 0.6246 3.1098 1.2574
80 N 0.7797 2.2662 0.2358
81 C 1.4844 0.6361 -4.6111
82 C 0.5429 1.6077 -4.9273
83 C 0.0504 1.7214 -6.2230
84 C 0.4770 0.8598 -7.2223
85 C 1.4126 -0.1193 -6.9150
86 C 1.9100 -0.2208 -5.6254
87 H 2.2186 -0.6019 -3.0425
88 H 3.1698 0.8260 -3.3456
89 H 1.8140 2.9655 -2.8955
90 H 1.3511 5.2308 -1.1613
91 H 0.7637 5.3192 1.4860
92 H 0.3637 2.7431 2.2412
93 H 0.1787 2.2693 -4.1541
94 H -0.6779 2.4906 -6.4539
95 H 0.0857 0.9486 -8.2283
96 H 1.7559 -0.8042 -7.6806
97 H 2.6368 -0.9906 -5.3884
98 Cl 2.8723 -2.4085 -1.2589
99 C 1.0731 -1.8613 -1.1165
100 H 0.6491 -2.6520 -0.4954
101 H 0.7019 -2.0550 -2.1316
102 C -4.8776 0.3822 -2.7115
103 As -3.1484 0.8301 -3.4458
104 C -3.3929 2.6700 -3.9816
105 C -3.0989 -0.1691 -5.0975
106 S -1.5072 0.5453 -2.2444
107 H -5.6325 0.4944 -3.4905
108 H -5.0925 1.0493 -1.8796
109 H -4.8546 -0.6450 -2.3537
110 H -4.1525 2.7406 -4.7604
111 H -2.4428 3.0574 -4.3401
112 H -3.6972 3.2358 -3.1026
113 H -3.7778 0.2754 -5.8255
114 H -3.3958 -1.1945 -4.8842
115 H -2.0770 -0.1563 -5.4708